(P)
{
  "formula": "C3H8O2",
  "method": "ωB97M-V with the def2-TZVPD basis set",
  "homo_energy_ev": -10.072,
  "orbital_gap_ev": 10.8,
  "smiles": "C[C@@H](O)CO",
  "spin_multiplicity": 1,
  "charge": 0,
  "species": ["C", "C", "O", "C", "O", "H", "H", "H", "H", "H", "H", "H", "H"],
  "positions_angstrom": [[-1.1457, 0.8872, -0.3330], [-0.5029, -0.2910, 0.3931], [-1.0056, -1.4530, -0.2541], [1.0455, -0.2270, 0.5881], [1.5946, -0.1724, -0.7154], [-0.8226, 1.7535, 0.2611], [-0.7483, 0.7953, -1.4662], [-2.2184, 0.6461, -0.2624], [-0.8134, -0.1368, 1.4707], [-0.6061, -1.4435, -1.2071], [1.1621, 0.6795, 1.1269], [1.4863, -1.1675, 1.0459], [2.5745, 0.1298, -0.6477]]
}



(Q)
{
  "formula": "C3H8O2",
  "method": "ωB97M-V with the def2-TZVPD basis set",
  "homo_energy_ev": -10.742,
  "orbital_gap_ev": 11.5,
  "smiles": "CC(=O)O.C",
  "spin_multiplicity": 1,
  "charge": 0,
  "species": ["C", "C", "O", "O", "H", "H", "H", "H", "C", "H", "H", "H", "H"],
  "positions_angstrom": [[-0.5694, -0.5463, 1.8777], [-0.7102, -1.3734, 0.6354], [-0.1027, -2.3785, 0.4403], [-1.6019, -0.8949, -0.2784], [-1.2721, 0.2761, 1.9517], [0.4563, -0.1827, 1.9091], [-0.7036, -1.2201, 2.7218], [-1.6068, -1.6555, -0.8880], [1.2258, 1.5972, -1.6599], [0.9516, 2.2708, -0.8536], [0.6683, 1.9102, -2.5409], [0.9739, 0.5633, -1.4451], [2.2908, 1.6336, -1.8701]]
}



The most stable arrangement is (Q), and the next structure is 1.710 eV less stable.



(P)
{
  "formula": "C3H8O2",
  "method": "ωB97M-V with the def2-TZVPD basis set",
  "homo_energy_ev": -9.857,
  "orbital_gap_ev": 10.7,
  "smiles": "OCCCO",
  "spin_multiplicity": 1,
  "charge": 0,
  "species": ["O", "C", "C", "C", "O", "H", "H", "H", "H", "H", "H", "H", "H"],
  "positions_angstrom": [[-0.9188, 1.5115, 0.2064], [-1.1316, 0.0914, 0.2466], [-0.1444, -0.5569, -0.7157], [1.2605, -0.5920, -0.1105], [1.5774, 0.6021, 0.5648], [-1.0935, 1.8687, 1.0848], [-2.1703, -0.1214, -0.0258], [-0.9633, -0.2949, 1.2598], [-0.1484, 0.0251, -1.6462], [-0.4681, -1.5760, -0.9598], [1.3321, -1.4155, 0.6161], [2.0123, -0.7843, -0.8884], [0.8763, 1.2464, 0.3667]]
}



(Q)
{
  "formula": "C3H8O2",
  "method": "ωB97M-V with the def2-TZVPD basis set",
  "homo_energy_ev": -9.807,
  "orbital_gap_ev": 10.5,
  "smiles": "C=CCO.O",
  "spin_multiplicity": 1,
  "charge": 0,
  "species": ["C", "C", "C", "O", "H", "H", "H", "H", "H", "H", "O", "H", "H"],
  "positions_angstrom": [[1.2069, -0.2171, 0.8452], [0.5295, 0.8823, 0.5572], [-0.9282, 0.9700, 0.2741], [-1.5779, -0.2600, 0.6578], [2.2809, -0.1453, 0.9448], [0.7942, -1.2093, 0.8477], [1.0411, 1.8316, 0.5744], [-1.4343, 1.7925, 0.7685], [-1.0475, 1.0770, -0.8041], [-2.4998, -0.1474, 0.4082], [0.8535, -1.7197, -1.7848], [-0.0376, -2.0818, -1.6654], [0.8192, -0.7728, -1.6238]]
}



(R)
{
  "formula": "C3H8O2",
  "method": "ωB97M-V with the def2-TZVPD basis set",
  "homo_energy_ev": -8.712,
  "orbital_gap_ev": 9.6,
  "smiles": "C[C@@H](O)CO",
  "spin_multiplicity": 1,
  "charge": 0,
  "species": ["C", "C", "O", "C", "O", "H", "H", "H", "H", "H", "H", "H", "H"],
  "positions_angstrom": [[0.6265, 1.4994, 0.5545], [-0.5008, 0.2214, -0.0802], [0.6613, 0.1779, -1.0081], [-0.5983, -1.2538, 0.4283], [-0.5892, -2.1697, -0.6579], [1.0395, 1.0028, 1.4216], [-0.0362, 2.3111, 0.7566], [1.5398, 1.9408, 0.0172], [-1.4361, 0.3427, -0.7087], [0.4385, 0.8051, -1.7011], [0.2436, -1.4445, 1.1026], [-1.5261, -1.4833, 0.9706], [0.1941, -1.9516, -1.1844]]
}



The most stable arrangement is (P), and the next structure is 0.629 eV less stable.



(P)
{
  "formula": "C18H20N4O3S2",
  "method": "ωB97M-V with the def2-TZVPD basis set",
  "homo_energy_ev": -8.163,
  "orbital_gap_ev": 8.6,
  "smiles": "C=CCNc1nnc(S[C@H]2CC(=O)N(c3ccc(OCCC)cc3)C2=O)s1",
  "spin_multiplicity": 1,
  "charge": 0,
  "species": ["C", "C", "C", "N", "C", "N", "N", "C", "S", "C", "C", "C", "O", "N", "C", "C", "C", "C", "O", "C", "C", "C", "C", "C", "C", "O", "S", "H", "H", "H", "H", "H", "H", "H", "H", "H", "H", "H", "H", "H", "H", "H", "H", "H", "H", "H", "H"],
  "positions_angstrom": [[6.8891, 4.1352, -0.5673], [6.4055, 2.9093, -0.6234], [7.2385, 1.6676, -0.4949], [6.8006, 0.8346, 0.6124], [5.7784, -0.0230, 0.4509], [5.2976, -0.4065, -0.6844], [4.3431, -1.3217, -0.5869], [4.0567, -1.6538, 0.6177], [2.8573, -2.8210, 1.0676], [1.8627, -2.7824, -0.4813], [0.9878, -4.0099, -0.6401], [-0.4373, -3.4903, -0.5958], [-1.4432, -4.1368, -0.6929], [-0.3813, -2.1155, -0.4368], [-1.5387, -1.2935, -0.3492], [-1.6120, -0.1177, -1.0876], [-2.7312, 0.6781, -0.9938], [-3.8011, 0.3137, -0.1715], [-4.8525, 1.1683, -0.1586], [-5.9710, 0.8733, 0.6552], [-6.9837, 2.0000, 0.4789], [-8.2266, 1.7694, 1.3274], [-3.7199, -0.8683, 0.5591], [-2.5908, -1.6634, 0.4723], [0.9031, -1.6083, -0.3728], [1.1940, -0.4541, -0.2236], [5.0161, -0.8222, 1.8434], [6.2581, 5.0018, -0.6633], [7.9430, 4.3238, -0.4394], [5.3473, 2.7295, -0.7548], [7.1406, 1.0613, -1.3990], [8.2892, 1.9196, -0.3330], [6.9267, 1.2182, 1.5368], [2.5886, -2.6204, -1.2795], [1.1551, -4.5306, -1.5837], [1.1300, -4.7339, 0.1644], [-0.7916, 0.1731, -1.7238], [-2.8067, 1.5956, -1.5549], [-6.4172, -0.0849, 0.3545], [-5.6658, 0.8034, 1.7086], [-7.2543, 2.0621, -0.5761], [-6.5076, 2.9413, 0.7569], [-8.9342, 2.5821, 1.1869], [-7.9667, 1.7186, 2.3824], [-8.7136, 0.8376, 1.0488], [-4.5261, -1.1816, 1.2028], [-2.5359, -2.5775, 1.0416]]
}



(Q)
{
  "formula": "C18H20N4O3S2",
  "method": "ωB97M-V with the def2-TZVPD basis set",
  "homo_energy_ev": -8.374,
  "orbital_gap_ev": 8.3,
  "spin_multiplicity": 1,
  "charge": 0,
  "species": ["C", "H", "C", "N", "C", "N", "C", "C", "S", "H", "C", "H", "H", "H", "C", "O", "C", "H", "H", "S", "C", "N", "N", "C", "O", "C", "O", "C", "C", "C", "C", "C", "C", "H", "C", "H", "H", "H", "H", "H", "H", "H", "H", "H", "H", "H", "H"],
  "positions_angstrom": [[0.6339, -0.6348, 2.1882], [0.6334, -0.0939, 1.2638], [-0.5170, -0.1234, 3.1196], [-1.7782, 0.0444, 2.3684], [-2.0201, 1.1006, 1.2751], [-1.1117, 1.3333, 0.3855], [-1.3881, 2.5513, -0.2691], [-2.5525, 2.9643, 0.1962], [-3.0736, 2.2412, 1.6536], [-3.0375, 3.9844, -0.0959], [-0.6512, 2.5359, -1.4255], [0.3631, 2.7118, -1.3586], [-1.2986, 3.6490, -2.1481], [-0.7977, 1.8027, -2.1298], [-2.6545, -1.0211, 2.5438], [-2.3019, -1.7011, 3.5187], [-4.0078, -0.7875, 1.8959], [-4.5617, -0.1327, 2.4214], [-4.4642, -2.0671, 2.1227], [-3.9425, -0.4918, 0.2528], [-2.5653, -1.2880, -0.4868], [-1.5683, -2.0186, 0.3283], [-0.6786, -2.3254, -0.5166], [-0.8279, -1.5553, -1.5893], [-2.1874, -1.2158, -1.7123], [-0.1954, -1.5620, -2.8861], [0.4829, -0.1624, -3.1436], [1.6414, -0.2111, -2.1737], [2.3959, 1.2371, -2.4877], [3.4004, 1.5565, -1.7303], [3.9000, 0.5034, -0.7737], [3.2327, -0.6435, -0.6708], [2.1198, -0.9413, -1.2322], [1.6015, -1.7641, -1.1556], [3.8175, -1.4831, 0.4181], [3.0654, -2.3552, 0.9667], [4.1183, -1.1061, 1.2204], [4.7276, -1.9806, 0.2239], [4.8147, 0.8638, -0.2132], [4.0847, 2.3712, -1.8867], [1.8765, 1.9556, -3.1661], [0.8132, -2.3026, -2.8021], [-0.6897, -1.5449, -3.8610], [-0.0785, 1.1035, 3.1935], [-0.4470, -0.7278, 3.8527], [0.1631, -1.6404, 1.8690], [1.5109, -0.6284, 2.6369]]
}



The most stable arrangement is (P), and the next structure is 14.799 eV less stable.



(P)
{
  "formula": "C24H66N6O6",
  "method": "ωB97M-V with the def2-TZVPD basis set",
  "homo_energy_ev": -8.742,
  "orbital_gap_ev": 9.2,
  "smiles": "COC[C@H](C)N.COC[C@H](C)N.COC[C@H](C)N.COC[C@H](C)N.COC[C@H](C)N.COC[C@H](C)N",
  "spin_multiplicity": 1,
  "charge": 0,
  "species": ["C", "O", "C", "C", "C", "N", "H", "H", "H", "H", "H", "H", "H", "H", "H", "H", "H", "C", "O", "C", "C", "C", "N", "H", "H", "H", "H", "H", "H", "H", "H", "H", "H", "H", "C", "O", "C", "C", "C", "N", "H", "H", "H", "H", "H", "H", "H", "H", "H", "H", "H", "C", "O", "C", "C", "C", "N", "H", "H", "H", "H", "H", "H", "H", "H", "H", "H", "H", "C", "O", "C", "C", "C", "N", "H", "H", "H", "H", "H", "H", "H", "H", "H", "H", "H", "C", "O", "C", "C", "C", "N", "H", "H", "H", "H", "H", "H", "H", "H", "H", "H", "H"],
  "positions_angstrom": [[43.3125, 19.0764, 49.1620], [44.0101, 19.0423, 47.8305], [44.0555, 20.3156, 47.1298], [44.5160, 19.9612, 45.6796], [45.8011, 19.5650, 45.6179], [44.2989, 21.2532, 44.9774], [42.3819, 19.5717, 48.9524], [43.8307, 19.7780, 49.8553], [43.3681, 18.0440, 49.3923], [42.8951, 20.6870, 47.1424], [44.8101, 20.8682, 47.5002], [43.6469, 19.1800, 45.4417], [45.9207, 19.0266, 44.6194], [45.9100, 18.7202, 46.2704], [46.5866, 20.2921, 45.8011], [44.4873, 22.2506, 45.3162], [43.3460, 21.2679, 44.5226], [48.6457, 22.2322, 37.9141], [48.8133, 23.2795, 36.9804], [47.9488, 24.4802, 37.1307], [48.6326, 25.5891, 36.2751], [48.6191, 25.2566, 34.7414], [50.0154, 25.9050, 36.7075], [47.5662, 21.9116, 37.9797], [49.0270, 22.4723, 38.8964], [49.1177, 21.2776, 37.7092], [46.9126, 24.2243, 36.9130], [47.9970, 24.9580, 38.2035], [48.2388, 26.5382, 36.6504], [48.7648, 24.2937, 34.3755], [49.3326, 25.7330, 34.1496], [47.6229, 25.3539, 34.4651], [50.4261, 24.9344, 37.0130], [49.9074, 26.4406, 37.5495], [46.1445, 20.2829, 39.4061], [46.4427, 21.4367, 40.2473], [46.8829, 20.9541, 41.5304], [47.2931, 22.1812, 42.2308], [48.4898, 22.8858, 41.7938], [47.3463, 21.9709, 43.6864], [45.6113, 19.5754, 40.1468], [47.0769, 19.8024, 39.1923], [45.3699, 20.4356, 38.6231], [46.0046, 20.5562, 41.9031], [47.5835, 20.1395, 41.2847], [46.3557, 22.8429, 42.3017], [49.1650, 22.0369, 41.7141], [48.9022, 23.4885, 42.4322], [48.4662, 23.3675, 40.9179], [47.5766, 20.9761, 43.6874], [46.4167, 21.8461, 43.7989], [52.9012, 22.1386, 45.1886], [51.8177, 22.3973, 46.0722], [50.5729, 22.1359, 45.7191], [49.7532, 23.1367, 46.4111], [49.9421, 23.1405, 47.9339], [48.2767, 22.9654, 46.1237], [54.0075, 22.4895, 45.4883], [52.6582, 22.4954, 44.2173], [53.1634, 20.9632, 45.0341], [50.3044, 22.0932, 44.7696], [50.4339, 21.0379, 45.7149], [50.4650, 23.9998, 46.1178], [50.8174, 23.1692, 48.3268], [49.3233, 22.3994, 48.3490], [49.4663, 24.0071, 48.3671], [47.9077, 22.0704, 46.4887], [48.1731, 22.8122, 45.2396], [44.3017, 24.4107, 39.1016], [44.2587, 25.2266, 40.1710], [45.5429, 25.6340, 40.5904], [45.2740, 26.3016, 42.0158], [44.8681, 25.2717, 43.0148], [44.2563, 27.1937, 41.7728], [43.2078, 24.0106, 38.8293], [44.8467, 23.5497, 39.3712], [44.8271, 24.7728, 38.1356], [46.2520, 24.8102, 40.5789], [45.7111, 26.3302, 39.9141], [46.1363, 27.0790, 42.3128], [44.2444, 24.4922, 42.7278], [44.3353, 25.7834, 43.7716], [45.7688, 24.8404, 43.6347], [43.6341, 26.6114, 41.1613], [44.7005, 28.0806, 41.3089], [46.0872, 16.7929, 40.9848], [47.0549, 17.2188, 41.8402], [48.4099, 16.9999, 41.3933], [49.1896, 17.2482, 42.6836], [49.0971, 18.5095, 43.3697], [50.5171, 16.7796, 42.2584], [46.2414, 17.1816, 39.8830], [45.2552, 17.0487, 41.3562], [45.9439, 15.6851, 40.8365], [48.5947, 15.9350, 40.8956], [48.8243, 17.5401, 40.6328], [48.8948, 16.3451, 43.3803], [49.5104, 19.1721, 42.4726], [49.4234, 18.5957, 44.6101], [48.0784, 18.7659, 43.4587], [50.3865, 15.9656, 41.7824], [51.1232, 16.4842, 42.9799]]
}



(Q)
{
  "formula": "C24H66N6O6",
  "method": "ωB97M-V with the def2-TZVPD basis set",
  "homo_energy_ev": -7.258,
  "orbital_gap_ev": 7.6,
  "spin_multiplicity": 1,
  "charge": 0,
  "species": ["C", "C", "C", "O", "C", "N", "H", "H", "H", "H", "H", "H", "H", "H", "H", "H", "H", "C", "C", "C", "O", "C", "N", "H", "H", "H", "H", "H", "H", "H", "H", "H", "H", "H", "C", "C", "C", "O", "C", "N", "H", "H", "H", "H", "H", "H", "H", "H", "H", "H", "H", "C", "C", "C", "O", "C", "N", "H", "H", "H", "H", "H", "H", "H", "H", "H", "H", "H", "C", "C", "C", "O", "C", "N", "H", "H", "H", "H", "H", "H", "H", "H", "H", "H", "H", "C", "C", "C", "O", "C", "N", "H", "H", "H", "H", "H", "H", "H", "H", "H", "H", "H"],
  "positions_angstrom": [[0.9920, 0.6657, -0.4387], [0.0831, -0.4997, -1.0405], [-0.6553, -1.3848, 0.0327], [0.2731, -2.0000, 0.9706], [0.9693, -3.1045, 0.3733], [-0.8541, 0.3157, -1.8149], [1.6809, 0.1811, 0.2531], [0.3715, 1.3708, 0.1143], [1.4126, 1.2729, -1.2403], [0.6260, -1.0729, -1.7920], [-1.2437, -2.1763, -0.4314], [-1.2683, -0.7825, 0.7032], [0.1813, -3.7480, -0.0180], [1.4814, -3.6071, 1.1938], [1.7319, -2.8116, -0.3484], [-1.4147, 0.7524, -1.0972], [-1.3979, -0.3139, -2.3876], [-1.5469, 2.2715, 0.0925], [-1.6171, 1.9508, 1.5340], [-2.3538, 0.6288, 1.8693], [-3.7760, 0.5807, 1.4528], [-4.6509, 1.4013, 2.2177], [-0.2588, 1.7304, 1.9738], [-2.5697, 2.2076, -0.2789], [-0.9627, 1.5175, -0.4352], [-1.1093, 3.2405, -0.1475], [-2.0361, 2.8246, 2.0331], [-2.3011, 0.4294, 2.9396], [-1.8462, -0.2009, 1.3773], [-5.6770, 1.2674, 1.8751], [-4.4223, 2.4451, 2.0028], [-4.5881, 1.1125, 3.2669], [-0.1574, 1.5141, 2.9551], [0.3676, 2.4939, 1.7624], [-0.5307, -0.1363, -6.0003], [-0.7723, -0.2814, -4.4594], [-0.9068, -1.6854, -3.9628], [-1.3391, -1.8788, -2.6388], [-1.2712, -3.2723, -2.2864], [0.2127, 0.5021, -3.7593], [-1.1760, -0.7748, -6.6036], [0.4967, -0.3053, -6.3228], [-0.7675, 0.8844, -6.3003], [-1.7607, 0.1662, -4.3563], [0.0841, -2.1026, -4.1418], [-1.6122, -2.2828, -4.5404], [-1.6305, -3.6010, -1.3112], [-0.2692, -3.7004, -2.3168], [-1.9511, -3.8721, -2.8915], [1.1415, 0.1558, -3.9531], [0.1710, 0.3054, -2.7695], [-1.0142, -1.7381, 2.7273], [0.1317, -0.6995, 2.7226], [0.0847, 0.2629, 3.9326], [-1.0112, 1.1963, 3.9475], [-1.0236, 2.0628, 5.0178], [1.3250, -1.4953, 2.7686], [-0.8925, -2.5818, 2.0479], [-1.8924, -1.1246, 2.5259], [-1.1651, -2.2137, 3.6964], [0.1606, -0.0888, 1.8202], [1.0784, 0.7108, 3.9351], [-0.0191, -0.3354, 4.8378], [-1.7019, 2.9144, 5.0691], [-0.0681, 2.5861, 5.0533], [-1.0507, 1.5153, 5.9599], [1.4005, -2.0118, 1.9039], [2.1493, -0.9118, 2.7848], [3.2333, -4.2188, 2.2956], [3.8122, -2.8830, 2.7751], [3.3846, -1.7391, 1.7889], [3.7124, -0.3036, 2.0392], [3.0263, 0.5525, 1.1719], [3.3013, -2.6695, 4.1220], [3.3285, -4.3726, 1.2207], [2.1670, -4.2307, 2.5210], [3.6454, -5.0379, 2.8849], [4.8931, -2.9768, 2.8796], [2.3015, -1.7833, 1.6744], [3.6299, -2.0722, 0.7805], [2.0008, 0.7028, 1.5093], [2.9327, 0.1666, 0.1569], [3.5028, 1.5260, 1.0563], [2.3046, -2.6183, 3.9667], [3.6047, -1.7748, 4.4790], [-2.1006, 2.3024, -2.5296], [-1.0563, 2.7276, -3.6103], [0.3641, 2.7245, -3.0774], [0.5339, 3.7405, -2.0610], [1.8134, 3.9182, -1.5390], [-1.1234, 1.9226, -4.7654], [-2.1195, 2.9334, -1.6411], [-1.8612, 1.2785, -2.2424], [-3.1165, 2.2180, -2.9155], [-1.2685, 3.7336, -3.9721], [1.1729, 2.7977, -3.8044], [0.6039, 1.7627, -2.6240], [2.5268, 4.0608, -2.3506], [2.1257, 3.0329, -0.9852], [1.9212, 4.7473, -0.8396], [-0.8097, 0.9871, -4.5497], [-0.4613, 2.2037, -5.4744]]
}



The most stable arrangement is (P), and the next structure is 12.744 eV less stable.